Formula: C4H12N4O2S
Source: OMol25
Level of theory: the ωB97M-V functional and the def2-TZVPD basis

Values from the calculation:
HOMO level, hartree: -0.6958
Kohn-Sham gap, eV: 10.609
M, g/mol: 180.233
Total charge: +2
SMILES string: CS(=O)(=O)N(CCC[NH3+])[N+]#N
Energy above the lowest of the compared OMol25 structures with the same formula, charge and spin, kJ/mol: 97.93
Lowest unoccupied orbital energy, eV: -8.3

```
23
Properties=species:S:1:pos:R:3:mulliken_charge:R:1
C 1.63772 0.95440 2.86177 -0.90
C -0.38466 -0.78438 -1.41056 -0.64
C 0.43938 -1.32387 -0.21128 -0.92
C -1.67165 0.06790 -0.97355 -0.67
N 3.67618 -0.33976 0.05631 -0.44
N 2.54565 -0.27383 0.23294 0.55
N 1.33509 -0.28883 0.48080 0.28
N -2.44497 0.23189 -2.23379 -0.26
O -0.69171 0.04015 1.93725 -0.50
O 0.31942 1.92037 0.73144 -0.53
S 0.43293 0.83761 1.65996 1.02
H 1.25717 1.57886 3.58483 0.43
H 2.02400 -0.00057 3.32291 0.36
H 2.42665 1.50747 2.29149 0.46
H -0.66302 -1.56987 -2.03533 0.69
H 0.26661 -0.06247 -1.92180 0.36
H -0.00045 -1.77428 0.69135 0.39
H 1.20308 -1.98062 -0.70762 0.50
H -2.29533 -0.48975 -0.38212 0.34
H -1.35586 1.04794 -0.42218 0.37
H -3.33523 0.88386 -2.08391 0.40
H -2.61769 -0.79179 -2.40943 0.41
H -2.10330 0.60956 -3.05949 0.30
```

Formula: C4H12N4O8
Source: OMol25
Level of theory: the ωB97M-V functional and the def2-TZVPD basis

Values from the calculation:
HOMO level (alpha / beta), hartree: -0.0365 / -0.1700
Kohn-Sham gap (alpha / beta), eV: 3.585 / 7.217
M, g/mol: 244.160
Total charge: -1
Spin multiplicity: 2
Energy above the lowest of the compared OMol25 structures with the same formula, charge and spin, kJ/mol: 9.47
Lowest unoccupied orbital energy (alpha / beta), eV: 2.6 / 2.6

```
28
Properties=species:S:1:pos:R:3:lowdin_spin:R:1
C -0.11950 -2.68296 1.15518 0.00
N 1.08551 -2.23378 0.38300 0.00
O 1.42568 -2.93778 -0.53895 0.00
O 1.44551 -1.10952 0.58703 0.00
H 0.01930 -2.43015 2.20632 0.00
H -0.25304 -3.72472 0.86359 0.00
H -0.86825 -2.02919 0.70790 0.00
C 2.00745 -1.01385 -2.81749 0.00
N 2.57407 -0.42270 -4.04604 0.00
O 2.27889 -0.87298 -5.12918 0.00
O 3.31319 0.57726 -3.84459 0.00
H 1.05505 -0.49830 -2.69401 0.00
H 2.70613 -0.85065 -1.99693 0.00
H 1.94099 -2.10046 -2.87207 0.00
C -2.65045 1.57992 3.79300 0.03
N -2.65044 0.98849 2.43003 0.42
O -3.38368 1.45270 1.56901 0.27
O -2.01555 -0.07611 2.29258 0.24
H -3.70319 1.85166 3.87039 0.01
H -2.02754 2.47400 3.76650 0.01
H -2.50891 0.76047 4.49768 0.01
C -0.47342 1.64892 -0.33428 0.00
N 0.75638 2.25208 -0.88325 0.00
O 1.60833 1.58413 -1.50067 0.00
O 0.70650 3.48209 -0.94402 0.00
H -0.73246 0.67685 -0.75387 0.00
H -1.36419 2.26692 -0.44708 0.00
H -0.17235 1.38767 0.68022 0.00
```